Below is C41H86BrNO19Si2 as an isolated structure, with properties calculated with the ωB97M-V functional and the def2-TZVPD basis.

XYZ file:
```
150
Properties=species:S:1:pos:R:3
Br -0.445 4.863 1.290
Si -1.225 3.817 -0.609
Si 1.496 2.911 -1.195
O 2.614 -1.987 10.082
O 5.917 2.836 -0.349
O -1.865 2.268 -0.103
O 3.011 -4.077 10.784
O 3.867 -0.248 4.713
O -2.904 -2.421 -0.239
O -4.688 -1.185 -0.796
O -4.262 -7.545 0.172
O 3.612 2.904 -4.189
O 3.252 -1.788 6.219
O -3.399 -2.943 -4.832
O -2.509 -1.577 -6.369
O -0.010 3.532 -1.840
O 7.737 2.311 -1.544
O -7.191 -1.744 -7.762
O -6.302 -0.378 -9.298
O -4.415 -7.479 2.406
O -4.366 5.999 0.274
O -2.391 7.355 0.126
N 2.590 1.004 0.529
C 4.233 5.932 0.534
C 1.354 1.924 0.451
C 3.851 -5.154 12.798
C -3.141 6.122 -0.283
C -3.926 -2.111 -1.065
C 1.576 -0.227 5.327
C 4.617 -2.293 11.316
C -5.067 -5.510 1.087
C -2.072 -3.586 -0.372
C 1.370 -3.289 6.570
C -2.469 -0.995 -7.683
C -4.066 -2.856 -2.362
C 2.344 -2.315 7.202
C -6.262 0.204 -10.613
C -3.331 2.208 -0.130
C -5.983 -6.635 4.064
C 3.665 1.933 -3.047
C 1.912 5.828 -1.504
C -0.947 -3.337 -1.358
C -8.588 -1.228 -9.609
C -3.509 -2.357 -5.906
C -4.082 2.916 1.151
C 9.119 2.487 -1.902
C 3.146 0.981 1.955
C -7.302 -1.158 -8.836
C -3.244 0.307 -7.721
C -2.525 5.026 -1.387
C -4.527 -6.908 1.189
C 3.356 -2.778 10.660
C -4.795 -2.427 -6.679
C 10.008 1.555 -1.100
C 7.134 2.913 -0.498
C 2.686 4.435 -0.994
C 2.986 -0.736 5.417
C 2.144 1.619 -2.527
C 3.297 4.586 0.546
C -4.530 -6.773 3.654
C -7.037 1.507 -10.651
C 5.542 5.828 1.522
C 3.881 -5.109 11.282
C 7.981 3.604 0.533
H -9.297 -0.508 -9.191
H -6.064 -6.146 5.039
H -8.997 -2.239 -9.512
H -1.414 -0.790 -7.899
H 4.471 -5.974 13.171
H -6.554 -6.053 3.336
H 5.379 -3.062 11.429
H -4.886 -4.903 1.972
H 1.368 1.539 -3.418
H 4.159 0.945 -3.439
H 4.650 6.072 -0.574
H 2.664 2.954 -4.549
H 4.373 -1.872 12.295
H -8.095 1.352 -10.424
H -4.003 -7.376 4.402
H -5.132 -2.963 -2.588
H 3.385 1.417 -0.036
H -4.009 -5.811 3.612
H 8.169 2.917 1.362
H -4.563 -5.001 0.259
H -1.643 -3.776 0.618
H 1.910 -4.093 6.060
H -6.458 -7.620 4.122
H 0.985 -0.406 6.223
H -6.597 -0.510 -11.371
H -3.658 -3.863 -2.337
H -5.161 3.239 0.795
H 5.358 6.483 2.502
H -3.167 0.774 -8.707
H 2.730 6.669 -1.721
H -0.285 -4.205 -1.416
H -4.678 -2.248 -7.746
H 7.436 4.478 0.902
H 1.393 5.622 -2.538
H -6.141 -5.554 0.886
H 11.051 1.653 -1.413
H 1.402 2.581 1.429
H -1.452 7.311 -0.223
H -2.667 -4.470 -0.624
H -5.504 -1.708 -6.261
H -2.804 -1.710 -8.442
H -5.204 -3.438 -6.583
H 5.060 -1.515 10.687
H -4.302 0.153 -7.494
H -1.907 5.705 -2.150
H 3.890 0.051 2.008
H 0.745 -2.803 5.816
H 2.958 -2.849 7.936
H -6.959 1.974 -11.636
H 9.693 0.516 -1.238
H 9.419 3.536 -1.816
H -3.811 2.560 -1.165
H -5.207 0.410 -10.829
H -3.583 -2.283 -3.158
H 0.716 -3.729 7.329
H 3.582 6.868 0.813
H -4.212 2.175 2.047
H 1.083 -0.685 4.465
H -2.859 1.003 -6.969
H 9.947 1.764 -0.029
H 1.200 6.279 -0.692
H -8.471 -1.048 -10.675
H -3.557 3.876 1.563
H 3.839 1.937 2.079
H 4.893 -4.999 10.881
H 2.178 0.531 -2.039
H 8.927 3.977 0.147
H 2.477 4.564 1.381
H -6.652 2.202 -9.898
H 3.651 4.369 -1.694
H 2.323 0.957 2.786
H 5.767 4.736 1.884
H 3.995 3.642 0.725
H 9.199 2.231 -2.964
H 1.844 -1.510 7.749
H -3.354 4.507 -2.028
H 0.432 1.209 0.534
H -3.611 1.049 -0.062
H -0.360 -2.464 -1.054
H 1.606 0.859 5.193
H 2.827 -5.295 13.155
H 4.374 2.382 -2.228
H 6.467 6.289 0.971
H 3.495 -6.056 10.889
H -1.329 -3.125 -2.360
H 4.213 -4.221 13.236
```

The value obtained for the largest force on an atom is 9.056 eV/Å. The gap between HOMO and LUMO comes out at 8.59 eV. The LUMO energy is 0.42 eV.